Record 1
Here is a structure of composition C31H48BrGeN3O10PSTi at a distorted geometry from OMol25. Energies are from ωB97M-V/def2-TZVPD.

Values from the calculation:
HOMO-LUMO gap ... 7.38 eV
Charge ... +1
Highest occupied orbital energy ... -10.558 eV
Energy relative to the best compared isomer or geometry (same formula, charge and spin) ... 0.0 kcal per mole

Atoms and positions in Å:
Ti -0.22306 -0.55173 0.10315
C 3.13412 -3.12194 0.85944
C 2.00115 -2.72987 1.78928
C 1.61692 -3.89844 2.68981
C 2.38996 -1.54898 2.65346
O 0.84306 -2.33117 0.96140
Ge -0.43310 -3.62905 0.55521
O -0.30646 -0.00933 1.75194
C -0.93292 0.72287 2.82803
C -2.35179 0.19862 2.96405
C -0.91532 2.19502 2.44630
C -0.13255 0.48689 4.09463
O -1.55481 -2.08530 0.15276
C -2.89036 -2.39669 -0.39630
C -3.65892 -1.09596 -0.53204
C -3.59462 -3.31633 0.59518
C -2.74703 -3.05710 -1.75665
H 3.99592 -3.42585 1.45581
H 2.85305 -3.95538 0.21527
H 3.41973 -2.28692 0.22198
H 2.42865 -4.07685 3.39585
H 0.71652 -3.67677 3.26792
H 1.46224 -4.82832 2.13884
H 3.34599 -1.76406 3.13328
H 2.49827 -0.64086 2.06724
H 1.64979 -1.36646 3.42906
H -2.95893 0.48372 2.10417
H -2.35402 -0.88948 3.04432
H -2.81336 0.61178 3.86163
H -1.40570 2.35337 1.48524
H -1.44166 2.78046 3.20158
H 0.11170 2.55661 2.37968
H -0.18406 -0.55699 4.40537
H 0.91124 0.76103 3.94473
H -0.54118 1.10014 4.89888
H -3.59876 -0.50652 0.38188
H -3.29340 -0.49476 -1.36290
H -4.70790 -1.32688 -0.72098
H -3.57013 -2.88599 1.59776
H -4.63708 -3.43893 0.30182
H -3.14811 -4.31047 0.63540
H -2.20911 -2.40240 -2.44409
H -2.23035 -4.01596 -1.70233
H -3.74070 -3.23691 -2.16990
Br 2.02514 7.53688 -1.60598
C 0.40335 6.94091 -2.36249
C -0.62284 6.52535 -1.52631
C -1.80147 6.04713 -2.07483
C -1.95299 6.01495 -3.45406
C -0.95455 6.50792 -4.27962
C 0.24523 6.94558 -3.73914
N -3.18475 5.61500 -4.10780
N -3.72082 4.53252 -3.85871
C -3.05042 3.55765 -3.01896
C -3.65359 3.15934 -1.86302
C -3.03058 2.20491 -1.03232
C -1.85460 1.61988 -1.41120
O -1.26028 0.72190 -0.60062
C -1.24646 1.94598 -2.65291
N -0.08737 1.31835 -2.99010
C 0.46322 1.63168 -4.13182
C -0.08267 2.56526 -5.04228
C -1.23517 3.20728 -4.70583
C -1.85337 2.92820 -3.46240
H -0.50238 6.58042 -0.45344
H -2.60563 5.73452 -1.42498
H -1.11871 6.53490 -5.34920
H 1.03905 7.30497 -4.37834
H -4.59190 3.60988 -1.56679
H -3.48564 1.91814 -0.09393
H 1.39530 1.12934 -4.37434
H 0.41072 2.75546 -5.98469
H -1.68598 3.91891 -5.38451
C 3.61660 2.11389 1.42046
O 2.32870 1.49798 1.21639
P 1.89525 0.95932 -0.22093
O 3.08323 0.07557 -0.76518
C 3.97966 0.37427 -1.84992
O 1.99515 2.22500 -1.17685
C 1.14462 3.36102 -0.95105
H 3.70821 3.01914 0.82077
H 4.40948 1.41320 1.15975
H 3.68110 2.36272 2.47567
H 4.67030 -0.46096 -1.90803
H 4.51554 1.30231 -1.65913
H 3.41723 0.45601 -2.77818
H 1.01811 3.85815 -1.90811
H 1.62068 4.03548 -0.23945
H 0.16900 3.05730 -0.56774
C 0.36865 -2.74618 -3.77968
S 0.97541 -2.64628 -2.12462
O 0.33082 -3.76986 -1.37622
O 2.40055 -2.66680 -2.14005
O 0.38911 -1.37810 -1.58688
H -0.26181 -3.62647 -3.86561
H 1.23261 -2.82730 -4.43300
H -0.19639 -1.84256 -3.99311

---

Record 2
Here is a cluster of 2 separate species, C10H13O2 in total at a distorted geometry from OMol25. Energies are from ωB97M-V/def2-TZVPD.

Values from the calculation:
HOMO-LUMO gap ... 6.58 eV
Charge ... -1
Highest occupied orbital energy ... -3.514 eV
Energy relative to the best compared isomer or geometry (same formula, charge and spin) ... 32.1 kcal per mole

Atoms and positions in Å:
C -1.36977 1.40895 -1.05942
C -1.32790 2.09568 -2.39118
C -2.80550 1.45474 -0.39030
O -2.74632 0.93923 0.75659
O -3.59761 2.16516 -0.94846
H -1.21787 0.26043 -1.18836
H -0.63734 1.90219 -0.36966
H -0.32593 1.78061 -2.82544
H -1.28945 3.18690 -2.27814
H -2.13152 1.92931 -3.05945
C 3.78845 -0.19260 -0.16959
C 1.34731 -0.85378 -0.32427
C 2.53088 -0.76748 0.39749
C 0.34660 -1.70395 0.04503
C 0.24452 -2.30446 1.26225
C 2.51442 -1.38876 1.66005
C 1.28911 -1.96769 2.15020
H 1.29918 -0.39300 -1.28368
H -0.54408 -1.78154 -0.61788
H 4.28841 0.41922 0.53185
H 3.49780 0.60252 -0.84645
H -0.58446 -2.89999 1.64393
H 3.34757 -1.23776 2.29555
H 1.24924 -2.33781 3.15906
H 4.45125 -0.95006 -0.70811

---

Record 3
Here is a structure of composition C21H17F5N4O7SeW at a distorted geometry from OMol25. Energies are from ωB97M-V/def2-TZVPD.

Values from the calculation:
Spin multiplicity ... 3
HOMO-LUMO gap (alpha / beta) ... 6.36 / 6.23 eV
Charge ... 0
Expectation value of S² ... 2.021
Highest occupied orbital energy (alpha / beta) ... -7.651 / -8.082 eV
Energy relative to the best compared isomer or geometry (same formula, charge and spin) ... 40.6 kcal per mole

Atoms and positions in Å:
W 0.38368 -0.63158 -0.13242
O -1.24822 2.99891 0.63746
C -1.08434 1.80441 0.45307
O 0.03843 1.26856 -0.01185
C -2.11503 0.74666 0.62123
C -3.45618 0.87623 0.97490
C -4.26873 -0.26599 0.96090
C -3.74663 -1.48193 0.55265
C -2.40064 -1.54715 0.17733
N -1.59267 -0.45397 0.25378
C -1.65859 -2.68847 -0.38756
O -2.11398 -3.78985 -0.63364
O -0.40568 -2.30366 -0.63648
H -3.84247 1.84569 1.24513
H -5.30749 -0.19163 1.24749
H -4.34121 -2.37806 0.50977
C 2.37741 1.92723 1.65606
O 2.58599 0.85711 0.73354
C 3.57229 1.16873 -0.24336
C 2.92704 1.67163 -1.53706
O 1.98698 0.67182 -1.92481
C 1.57101 0.71744 -3.27781
C 0.54187 -0.40837 -3.39419
O -0.44663 -0.28186 -2.37793
C -1.41644 0.74474 -2.62939
H 3.29388 2.10072 2.22970
H 1.57935 1.62658 2.33249
H 2.07678 2.84676 1.14674
H 4.10452 0.23749 -0.46513
H 4.27878 1.91121 0.13851
H 3.70170 1.77899 -2.30477
H 2.40907 2.63051 -1.39607
H 2.41883 0.53322 -3.95235
H 1.12449 1.69418 -3.51391
H 1.03522 -1.37447 -3.20972
H 0.07393 -0.41574 -4.38557
H -1.65489 0.79041 -3.69538
H -1.06818 1.72705 -2.29239
H -2.32062 0.47024 -2.08190
F 3.95106 -4.03947 4.84364
C 3.63168 -3.60045 3.62459
C 2.30340 -3.61075 3.19973
F 1.34716 -4.05095 4.01619
C 1.98789 -3.16002 1.92551
F 0.70547 -3.20264 1.50384
C 2.94945 -2.64055 1.06342
Se 2.48472 -1.92640 -0.65138
C 4.26934 -2.64578 1.50894
F 5.21801 -2.15525 0.70285
C 4.61817 -3.11312 2.76828
F 5.89664 -3.08737 3.15432
N -1.18826 0.84211 5.90847
C -0.76822 0.24586 5.01939
N -0.27071 -0.49673 4.09240
C 0.09703 -0.48043 2.92528
N 0.57379 -0.66722 1.84558

---

Record 4
Here is a structure of composition C12H23N3OP2SY at a distorted geometry from OMol25. Energies are from ωB97M-V/def2-TZVPD.

Values from the calculation:
Spin multiplicity ... 2
HOMO-LUMO gap (alpha / beta) ... 8.80 / 6.79 eV
Charge ... +2
Expectation value of S² ... 0.782
Highest occupied orbital energy (alpha / beta) ... -15.314 / -15.302 eV

Atoms and positions in Å:
Y 0.34356 -0.01978 -0.32514
P 0.88409 2.83946 -0.55460
P 1.65679 -2.50888 -0.97548
N -1.20143 0.99913 1.18079
N -0.90254 -1.74788 0.61312
H -3.14593 0.47451 1.77697
H -2.05334 -1.95709 2.35395
H -1.81786 0.18644 2.97742
C -2.11090 0.10406 1.91834
H -2.99719 -1.54426 0.88797
C -2.05214 -1.35414 1.43595
H -2.24652 2.83544 1.45130
H -1.38187 -3.75563 0.88442
C -1.57356 2.19736 0.87105
C -0.67349 -3.05208 0.42707
C -1.09367 2.86282 -0.35002
C 0.38197 -3.59011 -0.30512
H -1.46937 3.88215 -0.40415
H 0.41796 -4.67535 -0.39922
H 1.71118 -3.11247 -2.26455
H 2.76603 -3.16058 -0.36966
H 0.53779 3.37191 -1.80948
H 1.26726 4.10195 -0.03756
H -2.32322 -1.56649 -1.57581
C -2.13492 -0.77907 -2.33676
C -1.50074 -1.37074 -3.58835
C -3.44784 0.02515 -2.47719
O -1.04708 -0.01796 -1.87756
H -2.13825 -2.11510 -4.07217
H -1.23609 -0.54883 -4.27146
H -0.53886 -1.79059 -3.26207
H -3.80660 0.38665 -1.49528
H -3.39405 0.91054 -3.13714
H -4.22881 -0.63802 -2.88485
H -1.60253 2.30512 -1.13875
S 3.84914 0.28104 2.94301
C 2.58193 -0.42797 3.92355
C 1.42657 -0.55307 3.19270
N 1.54257 -0.12770 1.87206
C 2.74783 0.36591 1.59174
H 2.71640 -0.71733 4.94980
H 0.48337 -0.93601 3.54601
H 3.02677 0.80469 0.62696

---

no.,electronic energy (eV)
1,-227669.764
2,-14676.215
3,-123103.347
4,-49775.580